1.
Computed, not measured: C19H28N4O3S2 in the gas phase, with ωB97M-V/def2-TZVPD.

The geometry in XYZ format:
```
56
Properties=species:S:1:pos:R:3:nbo_charge:R:1
C 2.55675 5.52516 -1.60132 -0.60
C 1.36253 4.62471 -1.31230 -0.40
C 0.86881 3.92842 -2.57868 -0.40
C -0.32510 3.00766 -2.31408 -0.21
N 0.02219 1.92133 -1.43883 -0.37
C 0.69249 0.79215 -1.80486 0.26
S 1.17550 0.47678 -3.43828 0.30
C 1.22163 -1.32721 -3.24327 -0.62
C -0.16237 -1.76234 -2.75547 0.70
O -1.14097 -1.08474 -3.01076 -0.65
N -0.24353 -2.92106 -2.07879 -0.44
C 0.84483 -3.76226 -1.63704 -0.20
C 1.02501 -3.62256 -0.12317 -0.42
C -0.26688 -4.03416 0.58679 -0.21
C -0.14145 -3.93884 2.10436 -0.60
C -1.40670 -3.16069 0.05901 -0.41
C -1.50772 -3.28024 -1.46174 -0.22
N 0.89191 -0.05361 -0.82741 -0.54
C 0.31444 0.52707 0.26541 0.17
C 0.20357 0.06686 1.56954 -0.21
C -0.47522 0.86979 2.45510 -0.34
S -0.72597 0.24472 4.09646 2.30
N -2.22369 -0.51571 3.90854 -1.08
O -0.89768 1.32458 5.02474 -0.94
O 0.24100 -0.77845 4.37736 -0.94
C -1.02173 2.09941 2.10889 -0.22
C -0.90419 2.58305 0.81945 -0.19
C -0.24310 1.78239 -0.10055 0.10
H 2.28999 6.29350 -2.32364 0.20
H 3.38142 4.94455 -2.00821 0.20
H 2.89596 6.01210 -0.69054 0.21
H 1.64730 3.87608 -0.56956 0.20
H 0.55257 5.22261 -0.88766 0.19
H 0.56893 4.67600 -3.31487 0.21
H 1.67793 3.33694 -3.01302 0.21
H -1.14299 3.56515 -1.85252 0.21
H -0.67415 2.57845 -3.25894 0.23
H 1.44238 -1.74933 -4.22344 0.25
H 2.01432 -1.54541 -2.53345 0.25
H 1.76404 -3.52081 -2.16685 0.21
H 0.58148 -4.79967 -1.88010 0.19
H 1.85665 -4.24760 0.20543 0.21
H 1.25607 -2.58095 0.10655 0.22
H -0.48260 -5.07898 0.32730 0.19
H 0.67707 -4.56197 2.45739 0.21
H 0.04619 -2.91757 2.42555 0.21
H -1.05888 -4.28024 2.57909 0.20
H -2.35563 -3.46012 0.50650 0.21
H -1.21780 -2.11827 0.32295 0.21
H -2.27246 -2.60937 -1.85479 0.25
H -1.75274 -4.31001 -1.74526 0.19
H 0.63488 -0.86225 1.89909 0.24
H -2.15195 -1.50746 4.06801 0.40
H -2.92487 -0.10065 4.50020 0.40
H -1.52378 2.66517 2.87630 0.24
H -1.31691 3.54103 0.54436 0.21
```

Computed properties:
* ΔE to the lowest compared entry with this formula, charge and spin: 0.00 kcal per mole
* HOMO: -8.33 eV
* Kohn-Sham gap: 0.32759 hartree

=====

2.
Computed, not measured: a molecular structure, C30H30AsBaF6N2O5P2, with ωB97M-V/def2-TZVPD.

The geometry in XYZ format:
```
77
Properties=species:S:1:pos:R:3:lowdin_spin:R:1
Ba 1.76073 1.12709 -1.94095 0.01
O 4.55766 1.37032 -2.31599 0.00
C 5.36165 2.24063 -1.53387 0.01
C 5.78348 1.66594 -0.18218 0.02
N 4.75715 1.33683 0.80361 0.27
C 4.40861 -0.05711 1.03186 0.02
C 3.28833 -0.47631 0.05843 0.01
O 3.61033 -1.03154 -1.01244 0.01
O 2.13593 -0.08915 0.38005 0.01
C 4.12308 2.30428 1.51233 0.20
C 2.45322 2.87928 0.81240 0.12
O 1.68067 2.96973 1.70871 0.15
O 2.57946 3.06027 -0.39192 0.10
H 4.94575 0.48607 -2.36074 0.00
H 4.79122 3.15869 -1.42093 0.00
H 6.29669 2.46783 -2.05533 0.00
H 6.46141 2.39540 0.27060 0.01
H 6.35887 0.75455 -0.35338 0.00
H 4.04154 -0.16075 2.05129 0.00
H 5.29505 -0.67167 0.88395 0.00
H 4.61694 3.27270 1.48074 0.02
H 3.75703 1.98810 2.48233 0.02
N -1.11784 -1.18928 0.40754 0.00
P -1.27218 -0.07068 1.71635 0.00
C -2.65042 -0.81468 2.67298 0.00
C -2.72790 -2.16261 3.01891 0.00
C -3.82664 -2.64885 3.70782 0.00
C -4.86385 -1.79109 4.06016 0.00
C -4.79937 -0.45043 3.71695 0.00
C -3.69644 0.03285 3.02214 0.00
C 0.17415 -0.51197 2.75509 0.00
C 0.77127 -1.76935 2.81491 0.00
C 1.89601 -1.98591 3.59634 0.00
C 2.43559 -0.94667 4.34471 0.00
C 1.84576 0.30841 4.30010 0.00
C 0.72721 0.52336 3.50412 0.00
P -1.13525 -0.71462 -1.24451 0.00
C -1.67322 -2.26946 -2.02164 0.00
C -1.20996 -2.56851 -3.29865 0.00
C -1.62489 -3.72746 -3.94169 0.00
C -2.49399 -4.59793 -3.30181 0.00
C -2.95245 -4.31048 -2.02093 0.00
C -2.54560 -3.14961 -1.38170 0.00
C -2.59223 0.37058 -1.39290 0.00
C -3.75432 -0.01205 -2.06045 0.00
C -4.77927 0.90188 -2.26582 0.00
C -4.65635 2.20510 -1.81009 0.00
C -3.49805 2.60073 -1.15572 0.00
C -2.46929 1.69429 -0.96112 0.00
H -0.39847 -1.88954 0.53856 0.00
H -1.92744 -2.83957 2.74477 0.00
H -3.87836 -3.69752 3.97247 0.00
H -5.72207 -2.17313 4.59807 0.00
H -5.60772 0.21910 3.98130 0.00
H -3.64940 1.07796 2.73662 0.00
H 0.37631 -2.60483 2.24815 0.00
H 2.34765 -2.96955 3.62760 0.00
H 3.30734 -1.11919 4.96392 0.00
H 2.25651 1.12547 4.88150 0.00
H 0.29669 1.51475 3.44040 0.00
H -0.53200 -1.88551 -3.79871 0.00
H -1.26491 -3.95056 -4.93753 0.00
H -2.81423 -5.50479 -3.79866 0.00
H -3.63163 -4.99128 -1.52363 0.00
H -2.89835 -2.91558 -0.38382 0.00
H -3.86574 -1.02334 -2.42823 0.00
H -5.67315 0.59211 -2.79196 0.00
H -5.45367 2.91724 -1.97930 0.00
H -3.38237 3.62241 -0.81823 0.00
H -1.56242 2.02654 -0.47013 0.00
F 0.90670 1.24797 -4.49421 0.00
As 0.41623 2.97091 -4.54885 0.00
F -1.17006 2.45105 -4.90723 0.00
F 2.04100 3.27855 -3.96711 0.00
F 0.02510 4.63191 -4.57340 0.00
F -0.02396 2.93573 -2.82045 0.00
F 0.90710 3.01592 -6.18157 0.00
```

Computed properties:
* ΔE to the lowest compared entry with this formula, charge and spin: 23.09 kcal per mole
* HOMO (alpha / beta): -8.16 / -8.17 eV
* Kohn-Sham gap (alpha / beta): 0.30221 / 0.22048 hartree
* spin multiplicity: 2

=====

3.
Computed, not measured: 7 unconnected molecules or ions with the total composition C26H59F5O9, with ωB97M-V/def2-TZVPD.

The geometry in XYZ format:
```
99
Properties=species:S:1:pos:R:3:lowdin_charge:R:1
C 5.74056 1.25042 -1.16550 -0.08
C 6.00603 2.08414 -2.51243 -0.24
O 5.79020 3.49271 -2.22480 -0.18
C 4.60968 4.00243 -2.86946 -0.20
C 3.27651 3.14598 -2.56895 -0.11
C 1.94432 4.01656 -2.74552 -0.19
O 1.37456 4.52170 -1.51828 -0.04
C 2.36371 4.98153 -0.60760 -0.24
O 2.89714 4.31412 0.28784 0.08
C 0.82753 3.08693 -3.42431 -0.24
F 1.07176 2.82275 -4.79659 0.08
F -0.40286 3.81961 -3.33733 0.06
C 0.60752 1.67403 -2.70674 -0.33
F 0.87727 1.66233 -1.33524 0.11
F -0.77870 1.35824 -2.83375 0.08
F 1.32545 0.60988 -3.28963 0.10
H 6.71895 0.99800 -0.61917 0.08
H 5.20240 0.27027 -1.44125 0.09
H 5.05313 1.85530 -0.48372 0.08
H 7.12796 1.97285 -2.75061 0.13
H 5.44262 1.70016 -3.42566 0.12
H 4.76426 4.19546 -3.99790 0.14
H 4.41397 5.04982 -2.42335 0.13
H 3.32283 2.61248 -1.55092 0.12
H 3.22984 2.29653 -3.34797 0.12
H 2.20795 4.85618 -3.49285 0.18
H 2.65311 6.09132 -0.67398 0.17
C 5.22307 -1.00727 3.21858 -0.06
C 5.67599 -1.60329 1.89499 -0.49
C 7.04796 -2.24709 2.01782 -0.06
O 5.72088 -0.57928 0.90345 -0.09
H 5.91342 -0.22536 3.55105 0.08
H 4.24145 -0.53833 3.11231 0.08
H 5.16250 -1.77274 3.99646 0.08
H 4.94914 -2.34823 1.55970 0.14
H 7.80230 -1.50881 2.30858 0.08
H 7.36453 -2.66027 1.05662 0.06
H 7.04252 -3.05011 2.75933 0.08
H 6.36102 0.08499 1.18975 0.08
C 6.46431 -3.54489 -1.83450 -0.06
C 7.47094 -3.18341 -2.91540 -0.50
C 8.32568 -4.38135 -3.29888 -0.07
O 8.31238 -2.13086 -2.44760 -0.06
H 6.97184 -3.87866 -0.92375 0.07
H 5.86502 -2.67221 -1.56064 0.07
H 5.79253 -4.33919 -2.17014 0.08
H 6.94441 -2.81021 -3.79792 0.14
H 8.89786 -4.74381 -2.43876 0.08
H 9.05163 -4.10451 -4.06784 0.08
H 7.70980 -5.20072 -3.67828 0.08
H 8.78284 -2.45083 -1.66693 0.08
C -3.54303 2.93728 1.55082 -0.07
C -2.09891 2.55845 1.83983 -0.49
C -1.15035 3.18063 0.82754 -0.06
O -1.96510 1.13915 1.80459 -0.06
H -3.85075 2.57860 0.56313 0.08
H -4.21503 2.47413 2.27841 0.08
H -3.68173 4.02120 1.58724 0.07
H -1.82763 2.88554 2.84724 0.14
H -1.37533 2.83039 -0.18500 0.07
H -0.11789 2.89087 1.04007 0.08
H -1.21737 4.27173 0.84204 0.08
H -2.20281 0.83980 0.91712 0.08
C -4.72124 -2.15927 1.43520 -0.06
C -4.33211 -2.96773 0.20774 -0.50
C -3.65020 -2.09630 -0.83541 -0.06
O -5.49927 -3.56131 -0.35976 -0.07
H -5.42756 -1.36511 1.17240 0.08
H -5.22030 -2.79489 2.17157 0.07
H -3.84390 -1.70488 1.90273 0.08
H -3.66345 -3.78177 0.50049 0.14
H -4.31972 -1.30013 -1.17693 0.08
H -3.38621 -2.68716 -1.71638 0.08
H -2.74103 -1.63997 -0.43526 0.07
H -6.09782 -2.84981 -0.62257 0.09
C -6.41940 -6.19472 2.59760 -0.06
C -7.39992 -6.97121 1.73406 -0.50
C -6.67881 -7.77048 0.65994 -0.07
O -8.31056 -6.06340 1.11836 -0.06
H -5.85135 -5.47900 1.99450 0.07
H -6.95118 -5.61589 3.35752 0.08
H -5.71583 -6.86530 3.09807 0.08
H -7.98824 -7.64627 2.36154 0.14
H -6.11903 -7.10875 -0.00872 0.08
H -7.39618 -8.31418 0.03956 0.08
H -5.98364 -8.48901 1.10206 0.08
H -7.79842 -5.46176 0.56078 0.08
C -6.41969 5.43150 3.21272 -0.07
C -7.03904 4.66317 2.05584 -0.51
C -8.24708 5.39280 1.48931 -0.07
O -7.43436 3.36852 2.50482 -0.06
H -7.13573 5.54639 4.03281 0.08
H -5.56026 4.88983 3.61670 0.07
H -6.08988 6.42437 2.89606 0.08
H -6.29363 4.52060 1.26874 0.13
H -9.02639 5.50639 2.24975 0.08
H -8.68820 4.82368 0.66690 0.08
H -7.97247 6.38440 1.12052 0.08
H -8.09366 3.48361 3.20143 0.09
```

Computed properties:
* ΔE to the lowest compared entry with this formula, charge and spin: 53.03 kcal per mole
* HOMO: -9.88 eV
* Kohn-Sham gap: 0.37896 hartree

=====

4.
Computed, not measured: H3N3O2S in the gas phase, with ωB97M-V/def2-TZVPD.

The geometry in XYZ format:
```
9
Properties=species:S:1:pos:R:3:nbo_charge:R:1
N 1.12915 1.75171 0.32458 -0.94
N -0.78196 0.02728 -1.19849 -0.40
N -0.98738 -0.86520 -0.39784 0.54
O -1.98308 -1.51573 -0.44162 -0.42
O -0.10568 -1.17666 0.64718 -0.57
S 0.50208 1.14088 -1.18383 0.53
H 1.90486 1.09841 0.67132 0.38
H 0.37621 1.81643 0.95775 0.38
H -0.05419 -2.27713 0.62096 0.51
```

Computed properties:
* ΔE to the lowest compared entry with this formula, charge and spin: 53.75 kcal per mole
* HOMO: -8.71 eV
* Kohn-Sham gap: 0.32527 hartree

=====

Sequential electronic energy output: -1981.97655; -5190.35242; -2202.41120; -714.54665 a.u.